Here is a structure of composition C35H37Cl4GeO3Si2W from the Open Molecules 2025 dataset. Energies are from ωB97M-V with the def2-TZVPD basis set.

Output
E_HOMO (alpha / beta)	-12.94 / -12.93	eV
total charge	+2
relative energy (zero: lowest compared OMol25 entry of this formula, charge and spin)	0.0	kcal/mol
lowest unoccupied orbital energy (alpha / beta)	-7.067 / -8.379	eV
spin multiplicity	2

Each line ends with the Mulliken charge.
Geometry (Å):
W 0.564 0.262 -0.518  1.069
C 0.431 1.727 1.381  -1.572
Si 0.828 -0.165 1.869  0.408
C -0.367 -0.639 3.214  -1.122
C 2.546 -0.358 2.536  0.853
C 2.824 -0.728 3.855  -1.226
C 4.135 -0.769 4.306  -0.816
C 5.175 -0.434 3.450  -0.730
C 4.910 -0.072 2.136  -0.989
C 3.598 -0.038 1.664  0.583
Si 3.193 0.342 -0.118  1.328
C 3.708 2.071 -0.620  -1.375
C 4.079 -0.877 -1.234  -1.269
H 0.943 1.812 2.362  0.376
H -0.605 2.011 1.555  0.577
H 0.959 2.491 0.820  0.670
H -0.085 -0.152 4.150  0.565
H -0.292 -1.717 3.388  0.391
H -1.413 -0.391 3.026  0.310
H 2.026 -0.984 4.541  0.403
H 4.346 -1.058 5.327  0.454
H 6.196 -0.460 3.806  0.436
H 5.737 0.178 1.481  0.410
H 4.754 2.231 -0.347  0.529
H 3.122 2.847 -0.125  0.316
H 3.636 2.216 -1.701  0.276
H 5.137 -0.605 -1.270  0.551
H 3.716 -0.854 -2.263  0.319
H 4.045 -1.902 -0.859  0.244
Cl 1.053 5.071 -5.294  -0.096
C 1.140 3.601 -4.472  0.698
C 1.635 2.438 -5.165  0.612
Cl 2.109 2.580 -6.788  -0.119
C 1.719 1.226 -4.524  0.168
Cl 2.288 -0.197 -5.271  -0.144
C 1.309 1.149 -3.171  -0.333
O 1.347 0.075 -2.460  -0.187
C 0.816 2.313 -2.492  -0.821
O 0.483 2.111 -1.220  -0.871
C 0.733 3.531 -3.139  0.179
Cl 0.135 4.886 -2.289  -0.145
C -1.898 -2.649 0.606  -1.353
Ge -1.735 -0.741 0.268  1.849
C -1.467 -0.535 -1.731  -0.309
C -1.933 0.608 -2.417  0.307
C -2.099 0.609 -3.789  -0.850
C -1.818 -0.538 -4.525  -0.552
C -1.394 -1.693 -3.879  -1.004
C -1.218 -1.683 -2.508  0.278
C -3.008 0.520 1.003  1.695
C -2.860 1.831 0.604  -0.817
C -3.752 2.840 1.007  -1.768
C -4.794 2.522 1.827  -0.791
C -4.975 1.200 2.296  0.650
C -6.044 0.895 3.175  -0.873
C -6.214 -0.367 3.660  -0.668
C -5.314 -1.385 3.285  -1.071
C -4.281 -1.122 2.430  -0.268
C -4.075 0.175 1.897  0.463
H -2.917 -2.966 0.385  0.586
H -1.680 -2.882 1.647  0.414
H -1.221 -3.212 -0.034  0.286
H -2.185 1.509 -1.876  0.155
H -2.469 1.497 -4.284  0.539
H -1.949 -0.536 -5.600  0.490
H -1.201 -2.594 -4.444  0.498
H -0.872 -2.591 -2.031  0.260
H -2.031 2.124 -0.031  0.548
H -3.609 3.855 0.663  0.500
H -5.496 3.285 2.141  0.424
H -6.722 1.690 3.459  0.428
H -7.031 -0.590 4.331  0.418
H -5.444 -2.384 3.679  0.459
H -3.609 -1.922 2.171  0.443
C 1.780 -4.141 -0.492  -1.627
C 1.547 -2.836 0.223  -0.245
O 1.082 -1.821 -0.737  -0.309
H 2.161 -4.876 0.216  0.468
H 2.529 -4.029 -1.279  0.408
H 0.860 -4.533 -0.925  0.333
H 2.446 -2.458 0.707  0.322
H 0.749 -2.908 0.960  0.229
H 1.547 -1.938 -1.584  0.144

=====

Here is a structure of composition C43H33Cl3LaN5O6 in a non-equilibrium geometry from the Open Molecules 2025 dataset. Energies are from ωB97M-V with the def2-TZVPD basis set.

Output
E_HOMO	-2.83	eV
total charge	-2
relative energy (zero: lowest compared OMol25 entry of this formula, charge and spin)	7.2	kcal/mol
lowest unoccupied orbital energy	3.995	eV
spin multiplicity	1

Each line ends with the Mulliken charge.
Geometry (Å):
La 0.061 0.084 -0.040  1.485
C 1.992 2.795 -2.605  -1.220
C 2.074 3.514 -1.281  1.400
C 1.992 4.907 -1.236  -1.082
C 2.073 5.585 -0.029  -0.851
C 2.244 4.860 1.144  -1.008
C 2.328 3.469 1.135  1.373
C 2.493 2.708 2.422  -1.198
C 2.240 2.799 -0.093  -0.428
N 2.229 1.370 -0.118  0.852
C 3.390 0.746 0.138  -0.409
O 4.521 1.228 0.254  -0.809
C 3.234 -0.753 0.420  0.230
C 4.225 -1.425 1.109  -0.644
C 3.973 -2.732 1.501  -0.603
C 2.766 -3.337 1.182  -0.887
C 1.840 -2.615 0.459  0.940
N 2.088 -1.351 0.082  0.558
C 0.555 -3.310 -0.048  -0.836
O 0.422 -4.495 0.273  -0.770
N -0.186 -2.563 -0.878  0.602
C -0.841 -3.243 -1.926  -0.646
C -2.163 -2.936 -2.297  0.847
C -2.962 -1.905 -1.552  -0.711
C -2.758 -3.573 -3.384  -0.500
C -2.069 -4.505 -4.141  -0.905
C -0.746 -4.769 -3.811  -0.728
C -0.113 -4.144 -2.741  1.731
C 1.354 -4.406 -2.518  -1.726
H 2.070 3.508 -3.429  0.461
H 1.059 2.245 -2.731  0.124
H 2.788 2.055 -2.705  0.246
H 1.864 5.455 -2.166  0.344
H 1.996 6.667 0.001  0.385
H 2.297 5.377 2.097  0.328
H 2.366 3.383 3.272  0.412
H 3.488 2.256 2.479  0.301
H 1.756 1.908 2.517  0.002
H 5.138 -0.895 1.337  0.550
H 4.720 -3.281 2.065  0.385
H 2.514 -4.350 1.465  0.544
H -3.410 -2.297 -0.638  0.444
H -3.747 -1.489 -2.185  0.339
H -2.332 -1.067 -1.277  -0.656
H -3.777 -3.302 -3.648  0.384
H -2.537 -4.986 -4.992  0.347
H -0.164 -5.454 -4.422  0.347
H 1.800 -4.792 -3.437  0.480
H 1.529 -5.119 -1.707  0.330
H 1.882 -3.486 -2.245  0.168
O -3.123 1.451 -4.856  -0.729
C -2.204 0.572 -5.302  0.598
C -2.290 0.142 -6.628  -0.826
C -1.393 -0.795 -7.117  -0.284
C -0.391 -1.321 -6.302  -1.081
C -0.297 -0.872 -4.994  -0.436
C -1.178 0.077 -4.479  -0.338
C -1.012 0.474 -3.051  1.579
O 0.002 0.019 -2.415  -0.942
N -1.939 1.270 -2.567  -0.983
N -1.741 1.549 -1.199  0.867
C -2.506 2.467 -0.748  -0.778
C -2.525 3.015 0.612  0.632
C -3.521 3.965 0.888  -0.747
C -3.625 4.592 2.113  -0.925
C -2.679 4.254 3.099  -0.446
C -1.686 3.332 2.862  -0.808
C -1.575 2.673 1.613  -0.162
O -0.644 1.809 1.414  0.801
H -2.927 1.580 -3.888  0.533
H -3.083 0.546 -7.246  0.408
H -1.481 -1.133 -8.145  0.351
H 0.293 -2.078 -6.668  0.391
H 0.454 -1.260 -4.316  0.370
H -3.213 2.904 -1.455  0.157
H -4.226 4.207 0.097  0.355
H -4.402 5.319 2.312  0.379
H -2.725 4.731 4.073  0.399
H -0.958 3.062 3.619  0.413
Cl -3.432 -1.618 6.695  -0.290
C -2.291 -1.386 5.362  0.358
C -2.756 -1.186 4.075  -0.848
C -1.839 -1.002 3.062  1.084
Cl -2.425 -0.765 1.419  -0.270
C -0.437 -1.005 3.231  -1.442
O 0.383 -0.819 2.270  -0.131
C -0.036 -1.223 4.573  0.634
Cl 1.684 -1.239 4.919  -0.264
C -0.930 -1.405 5.612  -0.758
H -3.816 -1.169 3.861  0.446
H -0.560 -1.560 6.618  0.416

=====

Here is a cluster of 2 separate species, C5H13N4O in total in a non-equilibrium geometry from the Open Molecules 2025 dataset. Energies are from ωB97M-V with the def2-TZVPD basis set.

Output
E_HOMO (alpha / beta)	-12.18 / -12.17	eV
total charge	+1
relative energy (zero: lowest compared OMol25 entry of this formula, charge and spin)	139.4	kcal/mol
lowest unoccupied orbital energy (alpha / beta)	-3.969 / -3.971	eV
spin multiplicity	1

Each line ends with the Mulliken charge.
Geometry (Å):
C 1.411 -1.777 1.053  -0.264
C 2.040 -0.783 0.119  -0.389
C 0.853 0.243 0.374  -0.214
C -1.731 -1.782 2.801  -0.268
C -2.436 -1.809 1.499  -0.473
N 0.371 -1.391 1.687  0.786
N -0.336 -1.589 2.653  -0.750
N 0.582 1.231 -0.333  -0.058
N 1.516 3.145 -2.644  -0.836
O -1.950 -0.738 0.635  -0.511
H 1.656 -2.829 1.252  0.436
H 3.040 -0.399 0.454  0.331
H 2.138 -1.129 -0.931  0.330
H -1.952 -1.003 3.539  0.298
H -1.905 -2.845 3.163  0.303
H -3.497 -1.627 1.763  0.354
H -2.408 -2.621 0.808  0.320
H 1.172 1.711 -0.964  0.284
H -0.121 1.833 -0.001  0.259
H 1.532 4.147 -2.867  0.276
H 0.847 2.949 -3.403  0.256
H 2.375 2.903 -3.125  0.243
H -2.166 0.072 0.982  0.288

=====

Here is a cluster of 2 separate species, C2H9N2O in total in a non-equilibrium geometry from the Open Molecules 2025 dataset. Energies are from ωB97M-V with the def2-TZVPD basis set.

Output
E_HOMO	-2.83	eV
total charge	-1
relative energy (zero: lowest compared OMol25 entry of this formula, charge and spin)	35.5	kcal/mol
lowest unoccupied orbital energy	4.713	eV
spin multiplicity	1

Each line ends with the Mulliken charge.
Geometry (Å):
C -1.657 0.240 1.322  -0.494
O -1.026 1.039 0.359  -0.856
H -2.778 0.412 1.212  0.116
H -1.445 -0.903 1.209  0.152
H -1.203 0.580 2.264  0.162
N 1.646 0.361 -0.012  -0.704
C 1.212 -0.447 -1.064  -0.333
N -0.170 -0.933 -1.188  -0.852
H 2.262 1.186 -0.299  0.213
H 0.955 0.972 0.475  0.325
H 1.325 0.167 -1.957  0.302
H 1.964 -1.303 -1.093  0.222
H -0.370 -1.431 -0.295  0.251
H -0.714 0.062 -0.934  0.494

=====

Here is an isolated molecule of C2H3NO2 in a non-equilibrium geometry from the Open Molecules 2025 dataset. Energies are from ωB97M-V with the def2-TZVPD basis set.

Output
E_HOMO (alpha / beta)	-9.11 / -9.10	eV
total charge	0
relative energy (zero: lowest compared OMol25 entry of this formula, charge and spin)	121.8	kcal/mol
lowest unoccupied orbital energy (alpha / beta)	-1.791 / -1.801	eV
spin multiplicity	1

Each line ends with the Mulliken charge.
Geometry (Å):
C 0.099 0.245 0.099  0.654
C 1.242 -0.479 0.188  -0.836
N -1.207 -0.036 -0.358  0.248
O -0.161 1.510 0.131  -0.594
O -2.152 -0.514 0.261  -0.344
H 1.343 -1.561 0.259  0.285
H 2.148 0.082 0.437  0.239
H -1.313 0.753 -1.017  0.348

=====

Here is a structure of composition C39H49Br4ClF13N2O3S in a non-equilibrium geometry from the Open Molecules 2025 dataset. Energies are from ωB97M-V with the def2-TZVPD basis set.

Output
E_HOMO	-9.60	eV
total charge	+1
lowest unoccupied orbital energy	-2.689	eV
spin multiplicity	1

Each line ends with the Mulliken charge.
Geometry (Å):
C -1.171 3.204 5.395  -1.242
C -2.549 2.931 4.828  0.712
C -3.375 4.152 4.384  -1.234
C -3.062 1.682 4.743  -1.157
C -2.465 0.524 3.961  -0.374
C -2.233 0.850 2.461  -0.896
C -0.823 1.473 2.270  0.646
C -0.880 2.971 1.855  -1.466
C 0.036 0.773 1.197  -1.032
C 0.134 -0.761 1.447  -0.850
N 1.454 -1.311 0.931  2.028
C 2.431 -1.679 2.017  -1.179
C 3.402 -2.853 1.735  0.899
F 2.964 -3.936 2.532  -0.516
C 4.723 -2.485 2.465  -1.182
Br 5.624 -0.956 1.670  0.076
C 4.402 -2.116 4.005  -0.136
C 5.415 -2.868 4.915  -1.341
Br 4.678 -0.210 4.429  -0.080
N 3.502 -3.381 0.405  0.426
Cl 5.083 -3.823 -0.054  -0.061
C 2.628 -2.863 -0.664  0.924
C 3.394 -1.581 -1.187  -1.558
C 2.671 -0.715 -2.203  -1.223
O 1.478 -0.123 -1.704  0.034
C 1.255 1.188 -2.173  -1.007
C 2.052 2.229 -1.296  0.867
F 1.184 3.131 -0.759  -0.210
F 2.928 2.844 -2.064  -0.301
F 2.750 1.660 -0.325  -0.160
C 2.425 -3.773 -1.927  -1.180
Br 3.012 -5.651 -1.670  0.019
C 0.986 -3.913 -2.532  -0.395
C 0.401 -2.731 -3.317  -1.260
Br 1.126 -5.339 -3.924  0.021
C 1.291 -2.444 0.013  -3.803
S 0.307 -3.793 0.767  1.302
O 0.841 -5.086 0.551  -0.616
O 0.107 -3.614 2.174  -0.660
C -1.432 -3.826 0.065  0.549
F -1.656 -4.959 -0.546  -0.250
F -1.616 -2.865 -0.863  -0.215
C -2.549 -3.655 1.137  0.560
F -2.457 -2.510 1.795  -0.047
F -3.678 -3.535 0.425  -0.328
C -2.773 -4.874 2.101  0.711
F -3.904 -5.476 1.827  -0.248
F -1.809 -5.770 2.046  -0.218
F -2.865 -4.439 3.344  -0.264
H -0.629 2.266 5.550  0.284
H -1.287 3.686 6.372  0.402
H -0.585 3.903 4.779  0.289
H -2.676 4.982 4.244  0.369
H -3.782 3.889 3.409  0.331
H -4.158 4.432 5.097  0.371
H -3.967 1.472 5.322  0.338
H -1.500 0.234 4.416  0.294
H -3.121 -0.348 4.053  0.462
H -2.403 -0.011 1.807  0.278
H -2.963 1.628 2.206  0.725
H -0.223 1.464 3.190  0.554
H -1.057 2.993 0.769  0.260
H -1.680 3.512 2.354  0.247
H 0.103 3.436 1.988  0.358
H 1.017 1.261 1.194  0.532
H -0.476 0.898 0.234  -0.032
H 0.008 -0.914 2.518  0.051
H -0.689 -1.194 0.883  -0.230
H 1.847 -0.486 0.458  0.331
H 1.850 -1.954 2.898  0.333
H 2.926 -0.747 2.307  0.310
H 5.371 -3.345 2.587  0.895
H 3.419 -2.462 4.314  0.488
H 4.906 -2.999 5.877  0.409
H 6.300 -2.269 5.126  0.378
H 5.630 -3.875 4.550  0.383
H 4.314 -1.875 -1.694  0.951
H 3.627 -0.953 -0.320  -0.128
H 2.570 -1.254 -3.154  0.521
H 3.365 0.104 -2.453  0.847
H 0.199 1.413 -1.996  0.178
H 1.487 1.268 -3.236  0.722
H 3.062 -3.430 -2.742  0.875
H 0.227 -4.319 -1.864  0.815
H 1.085 -2.450 -4.122  0.511
H -0.487 -3.102 -3.836  0.741
H 0.065 -1.876 -2.722  -0.101
H 0.646 -2.049 -0.784  2.572
F 1.659 3.954 -6.923  -0.336
C 0.839 4.241 -5.899  0.362
C 1.261 3.990 -4.608  -0.554
C 0.416 4.290 -3.544  -0.218
C -0.840 4.825 -3.794  -0.785
C -1.252 5.065 -5.099  -0.395
C -0.406 4.777 -6.160  -0.487
H 2.242 3.565 -4.441  0.529
H 0.750 4.091 -2.541  0.505
H -1.500 5.055 -2.967  0.454
H -2.235 5.477 -5.290  0.473
H -0.706 4.965 -7.183  0.467
F -2.820 2.471 -2.050  -0.154
C -3.746 2.280 -3.020  0.331
C -5.046 1.988 -2.662  -0.579
C -5.993 1.797 -3.659  -0.384
C -5.625 1.890 -4.996  -0.552
C -4.311 2.181 -5.337  -0.531
C -3.365 2.383 -4.342  -0.276
H -5.312 1.911 -1.615  0.441
H -7.017 1.574 -3.393  0.387
H -6.364 1.736 -5.771  0.378
H -4.021 2.250 -6.377  0.395
H -2.338 2.619 -4.587  0.531

=====

| no. | M (g mol⁻¹) |
| --- | --- |
| 1 | 960.11 |
| 2 | 961.03 |
| 3 | 145.19 |
| 4 | 77.11 |
| 5 | 73.05 |
| 6 | 1227.94 |